1.
Molecular formula: C29H52N7OPb
Method: DFT, ωB97M-V/def2-TZVPD

Structure (XYZ):
```
90
Properties=species:S:1:pos:R:3
C 1.1561 2.8818 1.7098
H 3.9578 2.8519 -1.1712
H 4.0683 3.0546 1.3618
H -5.1306 3.2186 -0.0410
C -2.5772 2.1590 -0.7603
C -1.6159 -3.5269 -0.1917
C -1.3847 1.0508 -4.6800
C -3.6417 -1.0568 0.4872
C -1.0509 -3.5993 -1.5246
H 1.3069 -1.0265 -0.4154
C -3.1337 -0.7676 1.8314
H 3.0435 -2.8589 0.6860
H 4.8425 -4.6695 -0.9831
H -1.3407 0.1657 -2.7120
H 0.9121 0.7030 -0.2520
N -3.1864 -1.9308 -6.2463
H 0.8431 5.3741 2.9035
N 5.4109 -1.1930 -0.5228
H 0.7866 -4.9173 1.8739
H -1.4234 -5.4721 0.7433
C 5.2914 1.3046 1.5974
C 1.2196 3.7407 0.5312
H -2.6905 -3.7052 -0.2782
H -2.1613 -0.2755 1.7216
C 4.3028 -4.5251 -0.0439
H 0.2569 3.6945 0.0180
H 5.7651 1.6805 2.5141
C 5.3298 -4.6676 1.0709
C -1.4740 -0.1434 -3.7523
H -6.0540 0.0423 3.6106
H 3.3169 1.4135 -0.4142
H -5.3947 -1.6106 3.3977
C -5.3822 -0.5843 3.0277
C -2.9855 -1.5160 -5.1954
H -2.8144 -1.7731 -3.1482
H 0.9443 6.8947 1.9536
H 1.4708 5.7720 -0.0519
C -4.0257 0.0649 2.7605
H 3.0689 -3.1014 -1.0552
H 5.6953 3.0698 0.6107
H 6.1775 -4.0173 0.8397
C 0.4903 -4.4687 0.9210
O 0.4391 -0.5422 1.3520
H -0.6331 -0.8074 -3.9642
C 4.7841 2.4918 0.7641
C -5.1083 2.3930 -0.7579
H 3.5184 -5.2801 -0.0367
H -1.3878 -4.1187 1.8247
C 4.6609 -2.0476 -0.3643
H -0.4802 1.6625 -4.6172
H -3.4933 0.2093 3.7020
H -5.8742 -0.6934 2.0539
H -0.3760 5.7464 1.7264
H -2.5465 1.0795 -0.6073
H -3.6232 -0.2993 -3.6359
H 0.9678 -3.4863 0.9650
H 1.9446 3.3102 -0.1612
H -3.6861 3.4969 -1.9642
H 5.7361 -5.6753 1.1369
H -1.5571 -2.5123 0.2063
N -2.6582 3.2209 1.6253
H -0.3887 -0.4655 -0.5245
H -4.2252 1.0404 2.3188
N 3.4156 -0.1957 2.6212
H -2.9059 -1.7258 2.3089
H -6.0706 2.4603 -1.2630
H -3.9585 1.8356 -2.4623
H -5.1481 1.4848 -0.1511
C -1.0220 -4.4646 0.8540
N 1.0807 2.2711 2.6757
C -2.7708 -0.9458 -3.8553
H 4.9875 -4.3456 2.0565
H 6.0098 0.6251 1.1394
H -1.7021 2.5025 -1.3117
C -2.5981 2.7479 0.5805
C 0.5728 -0.3157 -0.0225
H 2.6517 5.1900 1.1439
H -1.4686 0.7696 -5.7309
C 0.6921 5.8361 1.9271
H 0.9625 -5.0368 0.1198
N -4.0854 -1.2898 -0.5447
H -2.1248 1.8430 -4.5169
C 4.2442 0.4759 2.1988
C 3.6893 -3.1168 -0.1541
C -3.8341 2.4808 -1.5936
Pb 0.9481 -0.4465 3.5977
H 4.9699 1.3938 -1.1149
C 1.5990 5.1927 0.8622
N -0.5733 -3.6609 -2.5675
C 4.2363 1.9820 -0.5714
```

Computed properties:
- HOMO level (Eh) = -0.466
- net charge = +1
- largest force on an atom (eV/Å) = 4.15
- LUMO (eV) = -4.685
- ΔE to the lowest compared entry with this formula, charge and spin (eV) = 0.697
- calculated total energy (eV) = -48634.22298

Atom charges from the Mulliken analysis, given in e for atoms 1 to 5: atom 1 (C): 0.06, atom 2 (H): 0.40, atom 3 (H): 0.11, atom 4 (H): 0.36, atom 5 (C): 1.46


2.
Molecular formula: C29H53EuN11OPS
Method: DFT, ωB97M-V/def2-TZVPD

Structure (XYZ):
```
97
Properties=species:S:1:pos:R:3
Eu -0.4266 0.5449 0.6440
N 1.1179 -2.2513 -0.0058
C -2.7782 -1.3244 2.9345
H 3.7849 -1.6127 2.7089
H 0.2590 3.2153 4.2621
H -2.2549 0.1404 4.4567
H -2.9772 1.4661 2.7336
H -2.7214 -0.1336 -4.0848
H -4.4794 0.5244 2.5114
C -3.8196 1.5479 0.7435
H -3.3990 1.4266 -3.5941
H 2.1262 -1.0735 -2.0593
H 3.3217 -4.9817 1.4605
N -2.7030 -0.3874 1.7883
H 1.8882 0.3661 -5.1856
C -0.5462 -2.2019 -1.5134
C -0.1404 4.1621 -3.6208
H 1.1654 -3.2918 -2.1650
H 2.1723 3.8971 -2.3384
C -2.5423 -2.4778 -2.8342
C -0.1510 2.3730 3.6899
H -0.3192 -2.0556 3.6235
N 3.5578 -2.5512 2.3566
H -3.8313 -1.4606 3.2142
H -1.0287 5.1274 0.1956
H -2.3930 0.4763 -2.4608
H 4.3398 -7.0037 2.4424
H 0.1876 4.7959 -4.4461
C 1.9872 -1.7571 0.8623
C 3.9447 -4.9193 2.3375
H -2.1483 2.3849 -5.6264
H -0.0964 -1.1159 5.1159
C -2.0235 -0.8899 4.1890
H -0.3628 3.5429 -0.2114
C 4.5227 -6.0403 2.8908
C 1.2501 -0.2821 -4.5821
C -3.5265 0.8130 2.0497
H -3.5924 -2.2797 -2.9941
H -2.5360 1.8513 -0.8190
S 2.2491 -0.0075 1.1426
H 1.9657 0.5724 -1.4108
N 2.6965 -2.7060 1.4163
H -1.4313 0.8046 -5.9610
H -2.8480 4.0003 -0.7266
H 6.1721 -4.6085 5.4661
N -2.5739 2.0923 0.1720
C -0.5998 3.9391 1.9095
C -2.4840 3.5703 0.2144
H -2.3635 -3.7371 -4.5558
H -1.4677 4.1123 2.5538
C 2.0808 3.3093 -3.2582
C 0.6042 1.1127 4.0914
N -0.0394 2.6093 2.2356
C 4.1697 -3.6651 2.9136
H 0.2990 -0.4187 -5.0868
C 2.1089 -0.0143 -2.3242
P 0.0160 1.5476 -2.9971
N -1.3355 1.4388 -3.9500
C -1.0555 4.0689 0.4546
C -1.8510 -3.3021 -3.7116
H 5.7867 -6.8062 4.4406
C 0.1358 -3.0586 -2.3851
H -1.1711 3.8713 -3.7950
N 0.0861 -1.5877 -0.4306
H 0.4664 0.9421 5.1641
H 2.6672 2.4043 -3.1527
C 5.5531 -4.6819 4.5868
C -1.8922 -1.9236 -1.7487
H -4.2863 0.8403 0.0493
H -2.4323 -1.2988 -1.0373
H -2.3860 -2.2913 2.6056
H 1.0332 -0.4823 2.9706
H 1.7250 -1.2573 -4.4860
H 0.1350 4.7230 2.1318
C -2.5301 0.7676 -3.4996
H 2.4910 3.8916 -4.0842
C 4.9864 -3.5455 4.0392
H -0.0933 4.7515 -2.6998
H -0.3758 2.1897 -5.6297
H 0.9724 2.6442 2.0320
H 3.0837 0.2366 -2.7486
H 1.6733 1.2810 3.9201
N 0.1626 -0.0548 3.3040
N 1.0191 0.2420 -3.2480
C -0.5135 -1.0885 4.0995
H -3.1898 -0.8875 1.0346
C -0.5140 -3.5944 -3.4779
H -1.2105 2.2660 3.9397
O -0.3461 1.5367 -1.5260
C 5.3295 -5.9265 4.0138
N 0.6995 2.9786 -3.5545
H 0.0129 -4.2627 -4.1418
H 5.1650 -2.5757 4.4779
H -3.1228 3.9445 1.0187
H -2.3835 -1.5217 5.0007
C -1.3190 1.7187 -5.3736
H -4.5540 2.3372 0.9295
```

Computed properties:
- 2S+1 = 8
- HOMO level (spin up / spin down) (Eh) = -0.276 / -0.315
- net charge = +1
- largest force on an atom (eV/Å) = 2.68
- LUMO (spin up / spin down) (eV) = -3.597 / -2.039
- ΔE to the lowest compared entry with this formula, charge and spin (eV) = 0.577
- calculated total energy (eV) = -88821.65389

Atom charges from the Mulliken analysis, given in e for atoms 1 to 5: atom 1 (Eu): 0.75, atom 2 (N): -0.71, atom 3 (C): -0.95, atom 4 (H): 0.24, atom 5 (H): 0.47